Entry 1:
DFT (ωB97M-V/def2-TZVPD) results for a structure of composition C48H41F2N4NiO2S.

Results
- 2S+1 = 3
- E (Ha) = -4329.5793
- charge = -1
- frontier orbital gap (spin up / spin down) (eV) = 7.27 / 7.61

XYZ file:
```
99
Properties=species:S:1:pos:R:3:forces:R:3
Ni 0.087978 -0.129946 -0.074233 0.06 0.44 -0.26
O -0.598720 -0.253289 -1.898656 0.16 -0.16 0.06
C -1.812752 -0.711581 -2.315060 -0.09 -0.04 0.06
C -2.681080 -1.162767 -1.096572 0.11 0.02 -0.09
C -2.907408 -0.028860 -0.151046 -0.05 0.02 -0.03
C -4.144183 0.591471 -0.021047 -0.01 0.01 0.04
C -4.272997 1.656758 0.854889 0.04 -0.03 -0.01
C -3.170202 2.067015 1.583408 -0.02 0.00 -0.02
C -1.960093 1.408598 1.402755 0.05 0.03 0.04
C -0.708931 1.815675 2.103997 0.05 0.07 -0.03
C 0.260904 2.563003 1.120828 -0.01 0.01 0.16
O 0.473069 1.839045 -0.017662 -0.05 -0.16 -0.09
C -0.424911 3.906750 0.795418 -0.03 0.01 -0.01
C -0.386331 5.003567 1.652971 -0.02 -0.03 0.01
C -1.092956 6.162496 1.357969 0.01 -0.01 0.00
C -1.852876 6.241664 0.198158 0.00 -0.02 -0.01
C -1.894518 5.152845 -0.663115 0.00 0.03 0.04
C -1.183182 3.998742 -0.365051 0.01 -0.01 -0.06
C 1.599084 2.847218 1.828695 -0.01 0.09 0.03
C 2.621211 3.378148 1.040658 -0.02 0.07 0.03
C 3.876034 3.623851 1.566328 -0.02 0.03 0.03
C 4.142625 3.338698 2.902940 -0.03 0.04 -0.01
C 3.138479 2.811711 3.695057 0.00 0.03 -0.01
C 1.873751 2.572337 3.161149 -0.01 0.08 -0.05
N -1.848809 0.388281 0.547404 0.06 -0.04 0.01
C -2.582402 0.396578 -3.056715 -0.08 -0.01 0.01
C -3.833595 0.177633 -3.629355 0.01 0.01 0.00
C -4.517564 1.210908 -4.251592 0.01 0.01 0.00
C -3.951953 2.479998 -4.317770 0.00 -0.01 0.00
C -2.698045 2.698322 -3.765895 -0.02 -0.02 0.01
C -2.017298 1.659996 -3.139530 0.00 0.04 0.00
C -1.609765 -1.890166 -3.288918 0.04 0.00 0.04
C -0.958048 -1.622332 -4.493215 0.03 0.01 0.02
C -0.666462 -2.632974 -5.390992 -0.01 0.01 0.01
C -1.025016 -3.946681 -5.105098 0.01 0.01 0.00
C -1.671928 -4.226481 -3.914956 0.01 0.00 0.01
C -1.959363 -3.205120 -3.013611 -0.05 0.03 -0.06
H -2.107687 -1.942088 -0.585886 -0.04 -0.02 0.02
H -3.641363 -1.573979 -1.414573 0.01 -0.02 -0.01
H -4.978504 0.245321 -0.616263 -0.01 0.00 0.00
H -5.222587 2.166530 0.962845 0.00 0.00 0.00
H -3.223099 2.904542 2.266357 0.00 0.00 0.00
H -0.195236 0.914166 2.444509 -0.05 -0.01 0.04
H -0.953287 2.448338 2.959579 0.01 0.00 0.02
H 0.209083 4.956281 2.558116 0.01 -0.01 0.01
H -1.044872 7.008654 2.033576 0.00 0.00 0.00
H -2.404183 7.145377 -0.032846 0.00 0.00 0.00
H -2.489065 5.197191 -1.568291 0.00 0.00 -0.01
H -1.198306 3.140507 -1.022880 0.01 0.00 0.01
H 2.411042 3.565133 -0.005786 0.00 0.00 0.00
H 4.657619 4.026593 0.933039 0.01 0.00 -0.01
H 5.129580 3.512761 3.313830 0.00 -0.01 0.00
H 3.336735 2.570871 4.732875 -0.01 -0.01 0.01
H 1.114287 2.140960 3.798522 -0.03 -0.02 0.03
H -4.269778 -0.815942 -3.599197 -0.01 0.00 0.00
H -5.490741 1.028490 -4.692522 0.00 0.00 0.00
H -4.485386 3.288698 -4.802930 0.00 0.00 0.00
H -2.245852 3.681944 -3.820793 0.01 0.00 0.00
H -1.035989 1.789902 -2.699227 0.00 0.01 0.01
H -0.665983 -0.601386 -4.709159 0.01 0.00 0.02
H -0.152379 -2.398692 -6.315527 0.00 -0.01 0.00
H -0.790426 -4.743035 -5.800830 0.00 0.00 -0.01
H -1.943792 -5.246856 -3.672086 0.00 0.00 0.00
H -2.452269 -3.458993 -2.085308 0.01 -0.01 0.03
F 4.924380 0.515728 1.877272 -0.05 -0.13 0.01
C 3.747688 -0.140873 2.066956 0.03 -0.02 -0.04
C 2.703901 0.060496 1.192794 0.13 -0.03 -0.09
C 1.496335 -0.634695 1.327652 -0.18 -0.03 -0.12
C 1.404118 -1.560521 2.385418 0.06 -0.13 0.09
C 2.463135 -1.677872 3.279521 0.07 0.03 0.03
F 2.363286 -2.502596 4.368460 -0.04 -0.02 -0.04
C 3.653422 -0.989915 3.154675 -0.03 -0.01 -0.04
C 0.203736 -2.428459 2.507624 -0.02 0.01 0.04
C 0.286631 -3.776937 2.874469 0.02 -0.04 0.02
C -0.859875 -4.548220 2.896312 -0.05 0.00 -0.02
C -2.073591 -3.965719 2.558681 0.04 0.03 0.00
C -2.063397 -2.623428 2.213619 -0.04 -0.07 0.01
N -0.967668 -1.876394 2.191389 0.02 0.02 0.05
H 2.816565 0.803924 0.411017 0.02 -0.09 0.00
H 4.450467 -1.102715 3.875107 0.01 0.01 0.01
H 1.241868 -4.215915 3.129960 -0.01 0.04 0.04
H -0.804914 -5.596275 3.165131 -0.01 0.00 0.01
H -2.997639 -4.527630 2.561101 0.00 -0.02 -0.01
H -2.985086 -2.119198 1.933038 0.01 0.01 0.02
C 4.354851 -1.805537 -1.300235 0.00 -0.03 -0.01
N 3.810923 -2.825751 -0.443976 -0.01 0.10 0.02
C 4.626444 -3.529101 0.524572 -0.01 -0.01 0.00
C 3.586732 -4.334428 1.314101 -0.01 0.01 -0.02
N 2.446988 -4.321573 0.405822 0.04 -0.05 -0.02
C 2.553615 -3.306256 -0.509871 -0.05 0.04 0.00
S 1.330263 -2.776094 -1.499030 0.00 -0.09 0.03
H 4.888321 -1.066743 -0.700311 0.00 0.02 0.02
H 3.531544 -1.322061 -1.821363 -0.01 0.00 0.01
H 5.042075 -2.234070 -2.037714 0.01 0.00 0.00
H 5.172082 -2.822910 1.153314 0.00 0.00 0.01
H 5.351219 -4.179614 0.020094 0.00 -0.01 0.00
H 3.353440 -3.843057 2.261484 0.01 0.01 -0.01
H 3.921804 -5.352098 1.514221 0.01 0.00 0.02
H 1.517032 -4.505892 0.747017 0.01 0.01 -0.04
```
Forces are in eV/Å.

***

Entry 2:
DFT (ωB97M-V/def2-TZVPD) results for a cluster of 6 separate species, C5H26N3O5 in total.

Results
- relative energy (zero: lowest compared OMol25 entry of this formula, charge and spin) (eV) = 4.589
- E (Ha) = -746.2047
- charge = +1
- frontier orbital gap (eV) = 8.78

XYZ file:
```
39
Properties=species:S:1:pos:R:3:forces:R:3
N 1.535155 -1.467865 0.977858 -0.55 -0.38 0.32
C 1.256308 -2.375628 -0.207227 -0.19 -2.69 -1.47
C 0.842860 -1.704248 -1.585228 0.14 0.31 0.00
N -0.441963 -1.061181 -1.384925 2.46 -0.32 1.70
C -0.691792 0.181334 -0.666855 0.29 -2.39 1.04
C -1.635965 -0.152808 0.510954 -1.41 -0.18 -0.66
N -1.449769 0.613039 1.779627 -0.83 -1.63 -1.37
C -2.427266 1.585415 2.116743 -1.08 2.92 0.52
H 2.557416 -1.497863 1.122686 -0.90 0.50 0.40
H 1.215695 -0.521005 0.726102 0.73 -0.29 0.41
H 0.950394 -1.736693 1.883163 0.92 0.33 -1.48
H 2.267722 -2.951721 -0.484294 -2.42 0.69 1.29
H 0.290763 -2.999590 0.155115 2.70 0.90 -1.15
H 1.542860 -0.912015 -1.929489 0.42 -0.58 0.53
H 0.886848 -2.497275 -2.517876 -0.54 1.75 2.76
H -1.067445 -1.341213 -2.021627 -2.83 -0.55 -2.66
H 0.223464 0.397313 -0.120515 0.28 1.14 -0.85
H -1.068698 0.893008 -1.357296 0.14 1.23 -0.07
H -2.697522 -0.304463 0.087691 1.13 1.10 1.16
H -1.419062 -1.175649 0.722885 0.45 -0.79 0.38
H -0.561205 1.044026 1.751029 1.05 0.68 -0.19
H -2.416001 1.744102 3.235546 -0.25 -0.05 -1.20
H -3.452883 1.315525 1.789242 0.72 -0.17 0.38
H -2.229462 2.615824 1.619111 -0.29 -1.47 0.78
H 3.204905 1.904616 1.837313 0.72 -3.18 -1.55
H 3.928623 0.555947 1.171105 2.68 -0.33 -0.07
O 3.137245 0.998391 1.320471 -3.23 3.50 1.81
H 1.493416 3.429776 0.361763 -0.18 1.51 0.06
H 1.742609 2.060339 0.336584 1.70 -2.96 1.29
O 1.327173 2.677929 -0.186209 -1.57 1.59 -1.50
H 0.668113 2.055344 -3.906522 -0.74 1.39 -0.30
H 0.969501 0.744116 -3.309444 1.34 1.43 -1.79
O 1.365748 1.428216 -3.970562 -0.64 -2.83 2.11
H -3.056768 -0.174628 -2.750625 0.67 0.03 -0.59
H -2.189406 0.880196 -3.303975 0.12 4.61 -0.80
O -2.202826 -0.006935 -3.204927 -1.31 -4.49 0.98
H -1.195530 -2.039747 3.463344 1.73 0.64 -0.89
H -0.779185 -0.637276 2.920805 -0.06 -0.55 -0.36
O -0.424078 -1.566663 3.018468 -1.37 -0.45 1.04
```
Forces are in eV/Å.

***

Entry 3:
DFT (ωB97M-V/def2-TZVPD) results for a cluster of 2 separate species, C3H11N2 in total.

Results
- relative energy (zero: lowest compared OMol25 entry of this formula, charge and spin) (eV) = 1.868
- E (Ha) = -230.1137
- charge = +1
- frontier orbital gap (eV) = 8.79

XYZ file:
```
16
Properties=species:S:1:pos:R:3:forces:R:3
C 1.135660 -1.262599 -1.091463 -2.00 1.76 -0.18
C 0.625596 0.032674 -1.107084 1.27 -1.60 0.86
N 0.936406 0.902628 -0.078523 -0.71 -0.24 -0.33
C 0.014022 1.976383 0.299652 0.17 -0.36 -0.42
H 1.557255 -1.587352 -0.132566 0.46 -0.18 -0.75
H 0.967300 -1.923644 -1.948743 0.29 0.17 0.60
H -0.053117 0.438959 -1.851570 0.41 -0.07 -0.30
H 1.431183 0.454253 0.684839 0.21 0.38 -0.13
H 0.638605 2.778791 0.726643 -0.80 -0.35 0.39
H -0.425740 2.405409 -0.630285 0.06 -0.44 0.76
H -0.797864 1.543345 0.976374 0.75 1.32 -0.54
N -1.268507 -1.149935 0.865071 2.05 0.05 -0.87
H -1.153982 -0.240651 1.308487 -1.14 0.21 -0.01
H -2.129569 -1.457829 0.446000 -0.96 0.35 0.47
H -0.592667 -1.084498 0.020296 0.06 -0.45 0.37
H -0.884581 -1.825933 1.512873 -0.12 -0.55 0.09
```
Forces are in eV/Å.

***

Entry 4:
DFT (ωB97M-V/def2-TZVPD) results for a structure of composition C24H36BN5O9Pb.

Results
- relative energy (zero: lowest compared OMol25 entry of this formula, charge and spin) (eV) = 0.000
- E (Ha) = -2104.9881
- charge = 0
- frontier orbital gap (eV) = 9.30

XYZ file:
```
76
Properties=species:S:1:pos:R:3:forces:R:3
Pb 23.411684 11.916424 -2.673965 -0.60 -0.24 -1.03
O 23.233600 15.349292 -6.602541 0.29 -0.06 -0.24
C 22.447132 15.750522 -5.795029 -0.03 0.02 0.25
O 21.811248 16.892824 -5.791556 -0.10 0.03 0.06
B 20.970585 16.998270 -4.565453 -0.11 0.41 -0.27
O 21.188304 15.719422 -3.859307 -0.19 0.23 0.33
C 22.031004 14.982652 -4.519344 -0.38 1.00 -0.41
O 22.404174 13.900146 -4.203265 0.78 -1.44 0.31
O 19.554027 17.186616 -4.893070 0.44 -0.61 -0.18
C 19.129330 18.320958 -4.372802 0.71 0.15 0.26
O 18.034190 18.756615 -4.447878 -1.09 0.45 -0.03
C 20.328023 18.974394 -3.635786 -0.14 -0.33 -0.24
O 21.366450 18.157990 -3.767458 0.14 -0.38 -0.05
O 20.319244 20.010371 -3.061271 -0.03 0.62 0.36
O 21.939849 10.916348 -3.967214 0.52 -0.05 0.31
H 21.067115 10.661954 -4.254376 -0.26 0.05 0.14
C 25.677478 7.447413 0.621464 0.34 -0.08 0.29
C 25.327282 6.535077 -0.539206 -0.37 -0.13 0.12
C 25.716565 7.110775 -1.900267 0.29 -0.39 0.01
C 25.190188 8.447377 -2.107758 0.22 -0.56 -0.07
N 24.777900 9.496452 -2.270443 -0.35 0.72 -0.04
H 25.119614 8.383335 0.590690 -0.04 0.01 -0.04
H 26.743805 7.693582 0.625795 -0.06 0.03 -0.08
H 25.476243 6.951953 1.573524 -0.10 0.06 -0.06
H 24.254559 6.323169 -0.526104 0.02 0.08 -0.06
H 25.813273 5.565951 -0.426540 0.12 0.02 -0.03
H 25.368722 6.466106 -2.708862 -0.04 0.07 -0.02
H 26.805535 7.158111 -1.983444 -0.03 0.09 -0.01
C 24.342044 11.735441 -9.000578 -0.05 0.05 0.18
C 23.379430 12.536863 -8.116211 0.19 -0.38 -0.47
C 22.947141 11.747995 -6.871770 0.16 0.60 -0.10
C 24.023209 11.599955 -5.903647 0.12 -0.06 0.08
N 24.861605 11.527326 -5.119280 0.05 0.05 0.00
H 25.245109 11.485875 -8.436151 -0.03 -0.07 -0.07
H 24.654020 12.298010 -9.880885 -0.05 0.08 0.05
H 23.884702 10.808101 -9.354427 0.03 -0.01 0.07
H 22.466314 12.758971 -8.673237 0.06 0.10 0.00
H 23.840709 13.483568 -7.845149 -0.16 -0.01 0.16
H 22.583824 10.764521 -7.159437 -0.11 -0.10 0.14
H 22.171124 12.293479 -6.331103 -0.11 -0.20 0.01
C 25.339089 17.752296 -3.668158 0.13 0.02 0.38
C 26.606497 16.933200 -3.887625 -0.28 0.26 0.10
C 26.334565 15.535402 -4.433262 -0.43 -0.25 0.21
C 25.706587 14.676509 -3.424716 0.30 0.15 -0.35
N 25.223975 13.992904 -2.643461 -0.03 0.08 0.31
H 24.696852 17.273197 -2.923021 -0.07 -0.03 -0.16
H 24.771429 17.914299 -4.578645 -0.10 -0.06 -0.17
H 25.596250 18.727961 -3.254154 -0.02 0.03 -0.08
H 27.110204 16.851884 -2.922940 0.26 -0.04 -0.13
H 27.272133 17.430722 -4.591664 0.05 0.09 0.05
H 27.261368 15.054695 -4.741958 -0.05 -0.10 -0.13
H 25.622444 15.555106 -5.267369 0.28 0.07 -0.12
C 18.468901 15.119205 -2.226649 0.20 0.25 0.21
C 18.244999 13.621818 -2.328288 -0.24 -0.11 -0.22
C 18.903942 12.852506 -1.182902 -0.05 -0.53 0.10
C 20.357670 13.002925 -1.157655 0.14 0.25 -0.08
N 21.500364 13.118205 -1.205888 -0.33 -0.07 0.24
H 19.517455 15.333903 -2.004764 -0.04 -0.01 -0.10
H 17.876577 15.571287 -1.427700 -0.07 -0.09 -0.03
H 18.237493 15.629777 -3.158726 -0.10 -0.03 -0.02
H 18.598257 13.241027 -3.288973 0.20 0.02 0.09
H 17.178717 13.379934 -2.300978 0.04 0.07 0.04
H 18.733817 11.770783 -1.259167 -0.11 0.16 -0.10
H 18.475151 13.153527 -0.224514 0.20 0.13 0.03
C 21.727891 11.453054 2.430830 -0.29 -0.09 0.16
C 23.037279 10.826320 2.877764 0.22 0.15 -0.38
C 24.234220 11.705619 2.495545 -0.18 0.34 0.22
C 24.388971 11.795779 1.048340 0.17 -0.02 0.06
N 24.502174 11.856604 -0.090583 0.03 -0.09 0.21
H 20.885743 10.973003 2.930854 -0.01 -0.04 -0.07
H 21.579001 11.353017 1.355792 0.05 0.12 -0.03
H 21.693531 12.512134 2.695524 -0.01 0.00 -0.07
H 23.180360 9.863035 2.384115 -0.12 -0.16 0.29
H 23.050406 10.696878 3.957200 0.03 -0.13 0.05
H 25.159200 11.349000 2.945488 0.08 -0.07 -0.12
H 24.066604 12.724400 2.861346 0.09 -0.07 0.01
```
Forces are in eV/Å.

***

Entry 5:
DFT (ωB97M-V/def2-TZVPD) results for a structure of composition C4HMgO5Tl.

Results
- 2S+1 = 2
- E (Ha) = -901.3641
- charge = +1
- frontier orbital gap (spin up / spin down) (eV) = 3.36 / 3.17

XYZ file:
```
12
Properties=species:S:1:pos:R:3:forces:R:3
O 2.436119 -1.102745 0.161154 1.33 -0.50 0.20
O 0.589931 0.014841 -0.559185 2.01 -0.32 -0.25
O 2.457814 1.076757 -0.075271 1.49 0.75 0.19
C -1.401399 -1.187710 -0.120966 0.00 0.14 0.95
C -0.177515 -1.118031 -0.700012 -0.86 -0.69 0.59
C 1.882121 -0.036789 -0.187949 -2.01 -0.32 0.53
H -1.956666 -2.124924 -0.220680 -0.14 0.38 -0.47
Mg 4.044725 0.052088 0.688421 -1.76 -0.15 -0.72
O -2.496028 1.715737 0.068185 -4.00 -0.62 2.15
C -2.955959 0.968940 0.897618 0.62 0.78 -1.41
O -1.805300 -0.328921 0.821919 1.25 -1.39 -0.23
Tl -0.617845 2.070758 -0.773238 2.05 1.94 -1.52
```
Forces are in eV/Å.